Entry 1:
Molecular formula: C36H35As3N3O8S2W
Method: DFT, the ωB97M-V functional and the def2-TZVPD basis

* expectation value of S²: 2.016
* molar mass: 1110.429 g/mol
* charge: +1
* HOMO-LUMO gap (alpha / beta): 6.6 / 6.4 eV
* E_tot: -264755.24526 eV
* LUMO energy (alpha / beta): -3.45 / -4.61 eV
* energy relative to the best compared isomer or geometry (same formula, charge and spin): 3.74 kcal per mole
* spin multiplicity: 3
* HOMO energy (alpha / beta): -10.0120 / -10.9940 eV

Element x y z (Å)
H  3.347370  -1.412650  -1.705514
C  3.295203  0.658742  4.816300
S  0.865906  -5.194395  0.652416
O  -2.173677  -2.066900  -0.279334
C  2.250017  2.287615  0.404845
H  1.001089  -1.979050  3.187115
C  4.204388  -2.704592  1.319374
O  -2.017203  0.501551  -0.490804
C  4.753323  -2.997614  -1.390098
H  3.242303  0.829186  -0.868501
C  -1.799806  5.538770  0.440559
H  -6.105393  -0.323204  -4.847819
W  -0.512032  -0.864464  -0.288994
H  4.965563  -3.112312  -2.444816
O  -0.933048  -2.747983  -2.401455
C  3.241134  0.554939  3.433387
As  2.247931  -0.580544  0.911217
H  1.102283  -1.787628  5.635406
H  -1.717641  -3.187686  2.101384
As  0.385124  1.969470  -0.111584
H  -2.500073  1.135785  2.553963
C  -0.867854  -3.611215  1.589852
H  -6.230987  -1.342655  -0.696294
C  -0.514399  -4.911313  1.635218
C  -5.672968  -1.188241  -1.611134
C  0.360984  2.279874  -2.023561
C  -1.213427  4.425517  -0.147787
H  -7.395877  -0.613487  -2.740942
N  -1.279629  -0.341355  1.794566
C  1.696845  -1.123564  5.021830
C  0.317825  2.585348  -4.795421
C  0.946719  -3.532105  0.317825
O  -1.422680  -1.572321  -4.741704
H  -1.811794  2.387823  -4.622488
C  1.522262  2.618832  -4.110144
C  -2.598753  1.138753  0.518861
H  -1.994055  -1.052165  1.985440
H  1.425569  -3.242702  -0.608788
N  -1.942567  0.910075  1.740726
S  -3.687557  -2.063166  -0.095131
H  -2.364058  6.228329  -0.172567
H  2.449600  2.761512  -4.649084
O  -4.117210  -3.422123  -0.013666
H  2.621942  3.150868  -0.149246
H  4.078002  1.120878  0.645939
O  0.640424  -0.690509  -1.576494
C  3.852251  -2.031127  -0.970963
H  -0.830571  5.046267  3.644884
H  3.860558  1.211673  2.835207
H  -0.574220  -0.323658  2.527503
H  5.597285  -4.305023  1.617963
H  3.995467  -2.595807  2.377453
C  -0.849714  2.250639  -2.716973
C  2.524251  -0.178704  5.611191
C  5.106758  -3.670089  0.892267
C  -3.565949  -1.226227  -2.788308
H  -0.998042  -5.690648  2.199015
H  0.302067  2.697119  -5.871060
H  2.499819  2.501784  -2.224319
C  1.636698  -1.222234  3.638590
C  -0.492936  3.531964  0.631283
H  -0.821114  -3.352934  -3.150545
H  -1.321118  4.273367  -1.212503
O  -3.511934  1.903415  0.415207
C  -0.365201  3.757821  2.000885
H  3.944563  1.393698  5.272741
C  -5.608606  -0.618351  -3.933659
H  0.179074  3.057001  2.627006
C  3.088683  1.040887  0.190624
H  6.083366  -4.569637  -0.790602
C  -4.301120  -1.394351  -1.616214
C  -6.328936  -0.785910  -2.763481
C  -0.866555  2.409144  -4.095377
H  2.227782  2.569435  1.459379
C  1.544108  2.467251  -2.730860
C  3.584413  -1.878119  0.388982
N  -0.030209  -2.812842  0.832359
H  2.574068  -0.098774  6.688610
H  -3.680986  -0.702383  -4.862446
H  -2.119750  6.636147  2.251709
C  -0.940796  4.873538  2.582567
C  2.408751  -0.385462  2.833481
C  -4.236777  -0.830188  -3.941947
C  -1.664067  5.765631  1.799479
H  -1.784483  2.111217  -2.187134
O  -3.998497  -1.195610  1.019034
As  -1.587852  -1.230862  -3.144032
C  5.380352  -3.816989  -0.459823

Cartesian forces (eV/Å) of the 2 atoms listed first:
H 0.0121 0.0100 0.0017
C -0.0325 -0.0106 0.0118


Entry 2:
Molecular formula: C36H35Cl2ErN3O5S2
Method: DFT, the ωB97M-V functional and the def2-TZVPD basis

* expectation value of S²: 3.753
* molar mass: 891.992 g/mol
* charge: +1
* HOMO-LUMO gap (alpha / beta): 7.5 / 7.5 eV
* E_tot: -126943.70383 eV
* LUMO energy (alpha / beta): -3.44 / -3.44 eV
* spin multiplicity: 4
* HOMO energy (alpha / beta): -10.9605 / -10.9563 eV

Element x y z (Å)
H  -5.098195  3.937415  -6.120018
H  -2.880999  1.874246  -3.069744
C  2.553798  -4.346212  -2.433373
C  -3.924816  3.122743  -0.926141
C  3.137824  -3.103664  -0.495611
C  2.204250  7.721056  -3.344151
H  -1.888018  5.000858  -2.025906
H  2.008082  4.556725  0.282028
C  -1.564092  2.741230  -0.259037
C  1.670288  0.707211  -3.489270
C  3.627704  -4.230631  0.123106
C  -1.498272  -2.066186  -2.625919
C  -4.866071  3.775965  -5.072361
C  3.560371  -5.436041  -0.551699
C  0.859888  -1.541344  -2.630982
H  1.745167  9.426329  -2.113741
H  -1.554195  -4.208141  2.688393
C  -4.281078  3.354259  -2.377193
O  2.772379  2.433395  -2.242045
H  2.428148  8.317538  -4.222971
H  -3.165476  5.530490  -0.945603
C  1.286171  5.347926  0.129702
H  -3.398763  2.250688  -5.472106
C  -3.622921  2.618161  -3.365726
H  -1.633130  5.731918  0.909637
N  -0.051624  4.682998  0.007814
C  -1.222961  5.563823  -0.088759
C  -2.237990  4.971238  -0.996803
C  -0.751129  0.043482  -3.449718
H  -4.000098  2.075347  -0.686878
C  -1.760407  -2.299417  1.712346
H  2.511208  0.225772  -3.995456
C  0.568685  -0.281311  -3.202486
C  1.639979  6.185427  -1.082065
C  -5.524687  4.509015  -4.093434
N  2.197711  -1.910857  -2.419957
C  -0.182201  -2.410019  -2.329435
C  -0.211073  3.367664  0.167813
H  -2.372586  -2.171780  3.784568
O  0.376348  -2.459279  0.624627
C  2.602251  -3.111101  -1.783979
N  -2.530885  3.566732  -0.624895
H  -2.966665  -4.058592  1.637564
C  3.013409  -5.499618  -1.822583
O  2.006058  0.622105  -1.141296
H  -3.147655  -1.942339  0.316138
H  -1.352705  -4.256718  0.925898
Cl  1.925445  -4.450800  -4.038219
Cl  3.202469  -1.596427  0.395057
C  1.819667  8.343386  -2.163190
H  2.956461  -6.441492  -2.357637
H  -0.963682  1.016334  -3.888496
H  -6.269626  5.247295  -4.374839
H  2.167557  4.480934  -2.295248
H  4.046334  -4.165460  1.121583
H  3.941248  -6.335340  -0.082315
C  -1.911265  -3.799732  1.739382
H  2.646858  5.844683  -4.306310
H  2.830705  -1.149963  -2.293843
S  0.940169  2.427308  0.852094
Er  0.625978  -0.432450  -0.062965
H  -2.049121  -0.600846  3.027229
S  -1.773817  1.078582  -0.279289
C  2.321038  6.332318  -3.391366
C  2.040918  5.565306  -2.265577
C  -1.792837  -0.843774  -3.187409
H  -3.526587  -1.492551  2.626414
C  -3.912062  2.827853  -4.707490
O  0.130644  -0.765680  2.002846
H  -2.287318  -2.785755  -2.426970
C  -0.291625  -1.874139  1.536987
H  1.257685  8.065483  -0.106355
C  -5.228624  4.299500  -2.747292
H  -0.903839  6.512825  -0.495057
C  1.539047  7.574234  -1.037288
H  -4.587989  3.678758  -0.264517
H  -5.749018  4.873056  -1.981577
C  -2.460372  -1.594212  2.860265
H  0.043042  -3.385327  -1.924177
O  -2.211590  -1.764400  0.430980
H  -2.820711  -0.574322  -3.420422
C  2.217372  1.359530  -2.220345
H  1.318578  1.502796  -4.135912
H  1.277645  5.978385  1.023670

Cartesian forces (eV/Å) of the 2 atoms listed first:
H 0.0319 -0.0108 0.1185
H -0.1832 0.1751 -0.0430